Record 1
{"formula": "C5H12Cl7HgO2", "method": "wB97M-V/def2-TZVPD", "elements": ["Hg", "C", "O", "H", "H", "H", "C", "O", "H", "H", "H", "Cl", "C", "Cl", "Cl", "H", "H", "C", "Cl", "Cl", "H", "H", "C", "Cl", "Cl", "H", "H"], "xyz": [[-0.67756, -0.54008, -0.65239], [0.86520, -3.79243, -0.53546], [0.24125, -2.59635, -0.91784], [0.74223, -4.60217, -1.26303], [1.94842, -3.61619, -0.46795], [0.48306, -4.08210, 0.45221], [-0.06393, 1.38419, -3.49960], [-0.92178, 0.73468, -2.63474], [-0.51010, 2.32285, -3.86680], [0.94937, 1.56059, -3.10786], [0.12563, 0.85563, -4.45241], [-3.26711, -1.00075, -1.22764], [-1.92976, 3.55313, -0.06525], [-1.76144, 1.83023, 0.40573], [-3.15279, 3.69363, -1.33741], [-2.18439, 4.17173, 0.78802], [-1.01298, 3.89861, -0.53217], [2.39866, 1.42280, 1.63816], [1.14571, 1.83944, 2.84108], [1.61092, 0.80143, 0.20769], [2.97410, 2.30178, 1.36221], [3.08155, 0.68056, 2.04128], [-0.27470, -2.30768, 3.02871], [-1.13727, -1.09144, 2.06920], [1.46802, -1.94513, 3.03868], [-0.65778, -2.17398, 4.03505], [-0.48252, -3.30298, 2.65253]], "forces_ev_per_a": [[-0.99, -1.61, -3.09], [-0.14, 2.10, 0.33], [-0.20, 0.13, -0.50], [-0.39, -0.07, -0.06], [0.24, -0.32, 0.30], [0.19, -0.63, 0.13], [0.04, -0.43, -0.15], [0.35, -0.30, 1.02], [0.12, 0.39, 0.36], [0.04, 0.38, 0.15], [-0.06, -0.48, 0.04], [0.71, 0.07, 0.64], [0.19, -0.44, -0.73], [-0.37, 1.24, 0.52], [-0.16, 0.19, 0.20], [-0.17, -0.25, 0.07], [0.16, -0.25, 0.23], [-0.06, 0.14, 0.36], [0.54, 0.11, 0.05], [0.65, 0.05, -0.49], [-0.26, 0.14, 0.09], [-0.30, -0.13, 0.11], [-0.02, 0.66, 0.11], [-0.36, -0.23, 0.46], [-0.17, -0.38, 0.04], [0.18, -0.18, 0.04], [0.24, 0.09, -0.23]], "e_homo_ev": -4.432, "lumo_energy_ha": 0.0847, "e_tot_ev": -101304.6150, "total_charge": -1, "de_lowest_kcal_mol": 40.1, "gap_ev": 6.7}



Record 2
{"formula": "C5H12ClIOSi", "method": "wB97M-V/def2-TZVPD", "elements": ["C", "C", "C", "C", "C", "O", "Si", "Cl", "I", "H", "H", "H", "H", "H", "H", "H", "H", "H", "H", "H", "H"], "xyz": [[-2.25293, 2.37661, -1.41377], [2.72805, -2.24263, 2.07266], [-2.19091, 1.07720, -0.51335], [-0.77835, 0.58186, -0.52657], [-0.44255, -0.60059, 0.34545], [2.78086, -2.10218, 0.69698], [1.95549, -1.08989, -0.28336], [2.09501, -1.93277, -2.04640], [2.92599, 1.18453, -0.24088], [-3.00629, 2.38107, -2.12606], [-2.39444, 3.33054, -0.87117], [-1.36873, 2.48729, -1.99527], [2.07920, -3.15006, 2.33867], [2.16682, -1.33784, 2.36604], [3.77752, -2.21694, 2.58330], [-2.97525, 0.38112, -0.85888], [-2.50159, 1.33367, 0.48225], [-0.77442, 0.27718, -1.63616], [-0.23175, 1.33703, -0.00502], [-1.20168, -1.53401, 0.18452], [-0.39005, -0.54120, 1.44701]], "forces_ev_per_a": [[0.47, 0.07, 1.95], [-0.53, 0.45, 1.79], [-1.72, 1.48, -0.39], [-1.10, -1.95, -0.38], [0.36, -3.86, -0.74], [0.55, -0.37, -1.73], [-2.79, 1.00, 2.52], [0.07, -0.52, -1.63], [-0.04, -0.37, -0.01], [-1.79, -0.39, -1.24], [0.23, -0.60, 0.14], [1.04, 0.01, -0.30], [1.31, 1.10, -0.15], [0.27, -0.44, 1.08], [-1.91, -0.34, -1.09], [0.66, -0.13, -0.07], [-0.16, 0.24, 0.68], [1.72, 0.82, 1.47], [1.10, 1.21, -1.27], [2.15, 1.84, -0.04], [0.09, 0.77, -0.57]], "e_homo_ev": -8.839, "lumo_energy_ha": 0.0082, "e_tot_ev": -35928.4528, "total_charge": 0, "de_lowest_kcal_mol": 45.1, "gap_ev": 9.1}



Record 3
{"formula": "C5H12CuO2Si", "method": "wB97M-V/def2-TZVPD", "elements": ["O", "C", "O", "C", "C", "C", "C", "Si", "H", "H", "H", "H", "H", "H", "H", "H", "H", "H", "H", "H", "Cu"], "xyz": [[2.46966, -3.03596, 0.68488], [2.30311, -2.14043, -0.30521], [2.73954, -0.72808, -0.08021], [1.66322, -0.03369, 0.66824], [1.01581, 1.11193, -0.31012], [-0.58600, 0.94111, -0.61530], [-1.50798, 0.56994, 0.68861], [-2.67575, -0.89169, 0.12129], [1.87732, -2.40021, -1.38122], [0.87663, -0.83681, 1.05689], [2.20707, 0.52325, 1.57334], [1.23244, 2.19710, 0.13495], [1.56444, 1.03647, -1.36772], [-0.76449, 0.19132, -1.51849], [-0.97502, 1.99970, -1.00598], [-2.18407, 1.52071, 0.94112], [-0.91472, 0.33302, 1.66934], [-4.04838, -0.73698, 0.59111], [-2.09744, -2.21842, 0.40579], [-2.74700, -0.81102, -1.36006], [0.55162, 3.40876, -0.59124]], "forces_ev_per_a": [[-1.42, 6.29, -7.08], [1.77, -3.82, 5.41], [-2.77, -2.43, -0.02], [0.71, 0.74, 0.78], [-0.47, -1.21, -1.81], [0.14, 0.50, 0.15], [-0.19, 1.34, 0.13], [0.37, 0.46, -0.20], [1.00, 0.63, 2.28], [1.57, 2.05, -0.80], [-1.38, -1.47, -1.86], [0.67, -2.14, 0.65], [-0.90, 0.26, 2.43], [0.57, 1.64, 1.97], [0.43, -1.83, 0.34], [1.43, -2.11, -0.49], [-0.93, 0.45, -2.01], [-0.13, -0.01, 0.36], [0.07, 0.08, 0.24], [0.07, 0.13, 0.07], [-0.59, 0.43, -0.58]], "e_homo_ev": -13.827, "lumo_energy_ha": -0.2335, "e_tot_ev": -61978.6622, "total_charge": 1, "gap_ev": 7.5}



Record 4
{"formula": "C5H12FIN2", "method": "wB97M-V/def2-TZVPD", "elements": ["C", "C", "C", "C", "C", "F", "I", "N", "N", "H", "H", "H", "H", "H", "H", "H", "H", "H", "H", "H", "H"], "xyz": [[1.69865, 1.90360, -0.37194], [0.89964, 0.99737, 0.63885], [-0.40811, 0.52918, 0.13090], [-1.15343, -0.37302, 1.12354], [-2.27026, -1.12383, 0.31509], [-3.17912, -1.78351, 1.23125], [-3.70485, 0.47699, -0.46839], [-1.97753, -1.98866, -0.64575], [-0.56439, -2.22940, -0.80631], [2.07121, 1.19069, -1.15454], [2.55328, 2.40425, 0.08191], [1.07273, 2.84902, -0.64453], [0.80826, 1.68116, 1.57785], [1.49364, -0.01568, 0.88017], [-0.94086, 1.40896, -0.23968], [-0.28491, -0.17438, -0.72912], [-0.47762, -1.10292, 1.50843], [-1.67148, 0.01235, 1.97852], [-2.65968, -2.68025, -0.77880], [-0.48613, -2.54911, -1.73362], [-0.46168, -2.87316, -0.02426]], "forces_ev_per_a": [[-0.96, -0.06, 0.24], [2.65, 0.23, 1.63], [-0.62, -0.21, -0.68], [-1.56, -0.46, -2.06], [-1.86, 1.77, 2.86], [0.95, 0.52, -0.43], [-0.02, -0.14, 0.10], [2.16, 1.15, -1.15], [-2.18, -0.28, 1.94], [-0.53, 1.39, -0.02], [0.26, -0.53, 0.28], [0.70, -2.10, -0.34], [-0.09, -1.66, -1.14], [-0.71, 2.48, -0.14], [-0.51, -0.32, 0.31], [0.34, 1.16, 0.45], [0.66, -0.75, 0.20], [-0.16, 0.86, 0.28], [-0.66, -1.30, -0.42], [0.71, -1.06, -0.90], [1.43, -0.68, -1.02]], "e_homo_ev": -8.824, "lumo_energy_ha": 0.0191, "e_tot_ev": -19175.7013, "smiles": "CCCC[C@@](F)(I)NN", "total_charge": 0, "de_lowest_kcal_mol": 0.0, "gap_ev": 9.3}



Record 5
{"formula": "C5H12FN2O", "method": "wB97M-V/def2-TZVPD", "elements": ["C", "C", "C", "C", "F", "H", "H", "H", "H", "H", "H", "H", "H", "C", "O", "N", "N", "H", "H", "H", "H"], "xyz": [[-0.38291, 0.13011, -0.11558], [-1.26238, -0.90510, -0.80579], [-2.49455, -1.31916, -0.01807], [-3.66093, -0.35707, -0.16632], [-2.97475, -2.61048, -0.43619], [-0.05666, -0.28282, 0.85529], [-0.98465, 1.02655, 0.12981], [-1.59067, -0.54624, -1.79256], [-0.69132, -1.82306, -0.98953], [-2.21877, -1.44852, 1.03012], [-4.29557, -0.31477, 0.72088], [-4.28079, -0.68903, -1.00138], [-3.28318, 0.64445, -0.37240], [3.41519, 0.57059, 0.56605], [3.29960, -0.54352, 1.05044], [2.44843, 1.28466, -0.04531], [4.65735, 1.21269, 0.62509], [2.67130, 2.19858, -0.39507], [1.45822, 0.93370, -0.15426], [5.40391, 0.71375, 1.06795], [4.82313, 2.12469, 0.24683]], "forces_ev_per_a": [[0.08, 0.43, 0.18], [0.17, -0.13, -0.14], [-0.07, 0.06, 0.04], [-0.04, -0.02, 0.06], [-0.01, 0.06, 0.00], [-0.01, 0.00, 0.01], [-0.06, -0.03, -0.01], [-0.04, -0.05, 0.00], [0.02, 0.01, 0.00], [0.05, -0.05, -0.02], [0.00, -0.03, 0.01], [0.06, 0.06, -0.09], [-0.01, 0.01, 0.05], [0.19, 0.26, -0.06], [-0.03, -0.07, 0.04], [-0.05, 0.01, 0.13], [-0.04, -0.04, 0.01], [-0.03, 0.01, -0.03], [-0.17, -0.47, -0.16], [0.00, -0.01, 0.00], [0.00, -0.01, 0.00]], "e_homo_ev": -1.798, "lumo_energy_ha": 0.1324, "e_tot_ev": -13124.8036, "total_charge": -1, "de_lowest_kcal_mol": 0.0, "gap_ev": 5.4}



Record 6
{"formula": "C5H12FN2O2PS2", "method": "wB97M-V/def2-TZVPD", "elements": ["C", "C", "C", "N", "N", "C", "C", "O", "F", "P", "O", "S", "S", "H", "H", "H", "H", "H", "H", "H", "H", "H", "H", "H", "H"], "xyz": [[2.43903, 0.04509, 0.62950], [0.91576, -0.38595, 0.54567], [0.68258, -1.55452, -0.28568], [-0.27295, 0.82036, 0.01452], [-1.25277, 0.99688, 0.87840], [-2.46428, 0.21019, 0.77143], [-1.36580, 2.14391, 1.59098], [-2.24964, 2.53453, 2.29351], [-0.20462, 2.86625, 1.42052], [-0.23043, 1.44651, -1.56418], [-1.38938, 2.54918, -1.24294], [1.57515, 2.02282, -2.06434], [-1.17816, 0.27609, -3.09368], [2.93243, -0.07929, -0.32517], [2.60441, 1.13828, 0.90026], [2.97349, -0.38276, 1.45933], [0.63117, -0.55218, 1.62615], [-0.40532, -1.78588, -0.32760], [1.16146, -2.41122, 0.13868], [1.09882, -1.25554, -1.24696], [-3.12318, 0.46176, 1.53872], [-2.91431, 0.37073, -0.29421], [-2.37879, -0.90362, 0.96708], [-1.23634, 3.21388, -1.97357], [-0.38361, 0.52646, -4.11831]], "forces_ev_per_a": [[-1.28, 2.47, -0.25], [-0.30, 2.92, 2.25], [-1.22, -0.20, -0.84], [4.56, -2.86, -1.22], [-2.31, -0.33, 1.19], [-0.22, -1.84, -2.48], [1.04, 1.41, 0.34], [0.57, -0.43, -0.52], [-0.92, -0.21, 0.46], [0.75, 0.41, 1.29], [1.03, 0.76, -1.94], [-1.28, -0.34, -0.01], [-0.56, -0.25, 1.01], [0.21, -0.31, -0.07], [-0.81, -1.04, -0.60], [-0.07, -1.11, 0.14], [-0.39, 0.50, -1.22], [0.77, 0.14, -0.33], [0.65, -0.60, 0.02], [-0.21, -0.81, -0.45], [-1.24, 1.09, 0.90], [0.52, -0.32, 1.95], [0.76, 1.15, -0.61], [-0.68, -0.51, 1.10], [0.65, 0.29, -0.10]], "e_homo_ev": -9.109, "lumo_energy_ha": 0.0123, "e_tot_ev": -46131.6697, "smiles": "CC(C)N(N(C)C(=O)F)[P@@](O)(=S)S", "total_charge": 0, "de_lowest_kcal_mol": 10.2, "gap_ev": 9.4}